Arrangement a

The following is a quantum chemistry calculation of a structure of composition C42H63BaN4O18, from the Open Molecules 2025 dataset.

Element x y z (Å)
Ba 5.07040 -1.34977 0.99315
C -1.27596 -0.21373 0.61868
C 0.23015 -0.30805 0.62902
O 0.89326 -0.37051 1.65849
O 0.78271 -0.48770 -0.51353
H -1.68230 0.24671 1.51922
H -1.56839 -1.26375 0.61192
H -1.70928 0.23345 -0.27597
C -7.76638 3.67127 -1.49912
C -6.48964 3.57904 -2.07902
C -6.27777 2.48848 -2.93467
C -7.29243 1.60346 -3.30322
C -8.54865 1.75534 -2.70367
C -8.81948 2.75951 -1.76197
N -6.94527 0.42206 -4.05699
O -5.74655 0.18991 -4.25696
O -7.81699 -0.37933 -4.43407
H -8.01250 4.39270 -0.73403
H -5.71406 4.18136 -1.62946
H -5.24483 2.22076 -3.10127
H -9.21871 0.90873 -2.72937
H -9.73301 2.83158 -1.19041
C -7.36713 -3.33062 0.68313
C -6.11016 -3.32887 -0.01929
C -5.20216 -4.36130 0.18736
C -5.61318 -5.47086 0.92986
C -6.83195 -5.45345 1.67046
C -7.63467 -4.33345 1.66541
N -4.83043 -6.69032 1.00564
O -3.60255 -6.55581 0.72012
O -5.40152 -7.65603 1.41654
H -8.13738 -2.59259 0.51454
H -5.74590 -2.53071 -0.64910
H -4.20277 -4.29808 -0.21713
H -7.13390 -6.23375 2.35337
H -8.54023 -4.39541 2.25067
C -2.33799 -3.89864 5.83002
C -1.79805 -5.03067 6.27551
C -2.38296 -5.50358 7.40556
C -3.51856 -4.85998 8.01952
C -4.13850 -3.78985 7.34525
C -3.45521 -3.24461 6.28376
N -3.98049 -5.27884 9.32076
O -3.36421 -6.12288 9.94834
O -4.86137 -4.62560 9.91452
H -1.89423 -3.45679 4.95011
H -1.00363 -5.62150 5.84398
H -2.07168 -6.41104 7.90158
H -4.92518 -3.22654 7.82506
H -3.79123 -2.30039 5.88135
C -0.24118 0.87038 -7.16972
C 0.18199 0.94075 -8.52898
C 1.33776 0.25056 -8.95063
C 2.13382 -0.53325 -7.98654
C 1.64468 -0.69400 -6.75224
C 0.53597 0.05141 -6.30554
N 3.49667 -1.01883 -8.45384
O 3.94511 -0.53183 -9.46616
O 4.11303 -1.76398 -7.68091
H -1.20162 1.27731 -6.88975
H -0.43549 1.57594 -9.14676
H 1.72205 0.47945 -9.93365
H 2.12663 -1.32363 -6.01897
H 0.02404 -0.01677 -5.35702
C -1.77853 5.86383 0.06323
O -2.06875 7.30140 0.22503
C -1.33299 8.24344 -0.57577
C -1.75598 9.67437 -0.17999
O -2.84663 10.24360 -0.96973
C -3.94925 9.40067 -1.12061
H -2.56301 5.27975 0.54442
H -0.84501 5.63819 0.57872
H -1.77840 5.65861 -1.00728
H -1.53453 7.96569 -1.61033
H -0.26101 8.09386 -0.44694
H -0.95092 10.40797 -0.22257
H -2.00465 9.60154 0.87876
H -4.39251 9.11095 -0.16788
H -3.87213 8.48272 -1.70329
H -4.85679 9.88497 -1.48106
C 7.64938 1.95240 3.31089
O 6.47683 1.27749 3.60403
C 6.17051 1.43686 5.01178
C 4.88934 0.65980 5.29808
O 4.96052 -0.67920 4.85532
C 5.55333 -1.60731 5.69490
H 7.48689 3.02359 3.43025
H 7.96770 1.84268 2.27420
H 8.54898 1.71051 3.87685
H 6.10523 2.48324 5.30999
H 6.95820 0.93593 5.57455
H 4.03323 1.11529 4.80039
H 4.64697 0.67154 6.36072
H 5.25825 -1.55250 6.74277
H 6.63526 -1.51609 5.59896
H 5.27525 -2.60367 5.35134
C 2.29877 -5.35415 1.52944
O 3.18668 -4.94971 0.59983
C 2.63969 -5.08766 -0.70977
C 3.75996 -5.11301 -1.62040
O 4.72351 -4.13848 -1.36349
C 5.85441 -4.27737 -2.22132
H 1.50977 -4.60211 1.52435
H 2.83223 -5.17776 2.46346
H 1.97502 -6.39255 1.45863
H 2.05810 -4.22266 -1.02858
H 2.08988 -6.02563 -0.78739
H 3.52281 -5.31368 -2.66519
H 4.24699 -6.02460 -1.27411
H 6.65738 -3.72121 -1.73755
H 5.86683 -3.66027 -3.11973
H 6.22430 -5.23956 -2.57555
C 7.60992 1.30289 -3.01522
O 6.27859 0.88272 -2.56239
C 5.31014 1.78882 -3.06301
C 5.26742 3.26866 -2.43564
O 5.32807 3.23546 -0.96013
C 4.66255 4.19665 -0.18920
H 8.16650 0.45682 -2.61213
H 7.91972 2.26726 -2.61260
H 7.68470 1.48302 -4.08764
H 4.35062 1.42446 -2.69605
H 5.42911 1.79422 -4.14649
H 4.43021 3.80908 -2.87736
H 6.18725 3.79266 -2.69531
H 4.94967 4.25165 0.86087
H 3.57977 4.07413 -0.21497
H 4.95443 5.19711 -0.50855

total charge = +1
frontier orbital gap = 4.33 eV
HOMO = -9.287 eV


Arrangement b

The following is a quantum chemistry calculation of a structure of composition C42H63BaN4O18, from the Open Molecules 2025 dataset.

Element x y z (Å)
Ba 0.84524 -1.31893 2.93633
C -1.09632 0.51563 -0.95840
C -0.52118 -0.03951 0.32405
O -1.29171 -0.44157 1.23304
O 0.74249 -0.14310 0.41717
H -0.90820 1.58513 -1.06053
H -2.16802 0.33970 -1.00735
H -0.59251 -0.00619 -1.76939
C 3.17348 -0.82260 -2.35331
C 2.79808 -2.15184 -2.47811
C 3.64233 -3.08660 -3.03817
C 4.91485 -2.65309 -3.36671
C 5.33081 -1.34801 -3.21910
C 4.43207 -0.39284 -2.74175
N 5.86282 -3.62535 -3.90675
O 5.39469 -4.56069 -4.53180
O 7.03969 -3.42334 -3.69990
H 2.46236 -0.14312 -1.89503
H 1.78752 -2.36413 -2.14748
H 3.36898 -4.11854 -3.20726
H 6.31803 -1.03485 -3.52798
H 4.75278 0.63344 -2.63243
C -4.99792 1.13223 -2.29377
C -4.07404 2.16807 -2.29584
C -4.16035 3.16344 -3.24378
C -5.18346 3.10800 -4.17185
C -6.09065 2.07128 -4.20922
C -5.98551 1.06778 -3.27340
N -5.29445 4.19478 -5.15755
O -4.33354 4.92266 -5.30841
O -6.34353 4.28543 -5.76255
H -4.95143 0.34550 -1.54864
H -3.31973 2.18964 -1.52221
H -3.43455 3.96368 -3.27479
H -6.83253 2.07901 -4.99522
H -6.73027 0.28254 -3.25762
C -5.58400 1.59906 1.37884
C -6.06856 2.73217 2.02176
C -5.16603 3.62040 2.60197
C -3.81831 3.32081 2.59398
C -3.31843 2.20395 1.95408
C -4.21217 1.36629 1.30955
N -2.87495 4.31442 3.12894
O -1.68257 4.04922 3.08773
O -3.33116 5.32886 3.60005
H -6.27280 0.96259 0.83599
H -7.12008 2.96982 2.09383
H -5.54095 4.52647 3.05492
H -2.27080 1.94696 1.95098
H -3.86333 0.46355 0.82324
C -2.59592 -4.82840 -2.27069
C -1.26467 -4.97445 -2.67081
C -0.59635 -3.93157 -3.28901
C -1.28462 -2.75167 -3.50136
C -2.59602 -2.57868 -3.09414
C -3.26264 -3.62714 -2.47668
N -0.58747 -1.62942 -4.14377
O -1.13863 -0.54933 -4.13430
O 0.50871 -1.85207 -4.62191
H -3.07060 -5.70298 -1.84314
H -0.76838 -5.91685 -2.47753
H 0.41242 -4.03801 -3.66358
H -3.07712 -1.61986 -3.23389
H -4.27145 -3.47836 -2.11744
C 2.56257 -0.90164 6.35600
O 2.86424 -0.47075 5.03793
C 4.20602 -0.81184 4.68726
C 4.51121 -0.32041 3.30371
O 3.59517 -0.89527 2.37022
C 4.01089 -0.77907 1.01306
H 2.54663 -1.99739 6.42855
H 1.57875 -0.50937 6.60723
H 3.29271 -0.53235 7.08135
H 4.33839 -1.89511 4.80468
H 4.89837 -0.31598 5.37841
H 5.53709 -0.57096 3.02523
H 4.37542 0.76676 3.28832
H 4.98048 -1.26457 0.86548
H 4.06545 0.26884 0.71132
H 3.26609 -1.29405 0.41264
C 0.69819 2.04773 -3.53463
O 0.57466 3.18205 -2.71700
C 1.51094 3.25279 -1.65864
C 2.97366 3.40227 -2.07039
O 3.35801 4.65372 -2.55271
C 2.63791 5.13982 -3.67918
H -0.23944 1.90536 -4.06367
H 0.97027 1.15416 -2.96558
H 1.47282 2.17871 -4.30586
H 1.42267 2.35608 -1.02865
H 1.24295 4.16515 -1.12218
H 3.28729 2.58415 -2.73898
H 3.53711 3.26072 -1.13856
H 1.62370 5.43309 -3.40188
H 2.54036 4.35719 -4.44023
H 3.18773 5.98663 -4.07292
C -1.66603 -4.31388 3.02573
O -0.79837 -3.58868 2.15866
C -0.40665 -4.34709 1.02985
C 0.67096 -3.54909 0.32772
O 1.69099 -3.08609 1.21965
C 2.74201 -4.03607 1.36715
H -1.13167 -5.13301 3.51410
H -2.50044 -4.74299 2.46407
H -2.06574 -3.60525 3.74698
H -1.25041 -4.42342 0.33470
H -0.05461 -5.34844 1.29960
H 0.26333 -2.64139 -0.12323
H 1.12113 -4.11661 -0.49306
H 3.42719 -3.68731 2.13583
H 3.28065 -4.14840 0.42078
H 2.35441 -5.02248 1.63986
C -1.72842 -0.03766 5.52711
O -0.49449 0.30797 4.90897
C -0.47767 1.69911 4.57465
C 0.93733 2.15097 4.31284
O 1.46046 1.43804 3.18726
C 2.11538 2.24317 2.22495
H -1.73064 0.26864 6.57497
H -1.87078 -1.11790 5.46853
H -2.56935 0.42207 5.00002
H -0.85765 2.29594 5.41033
H -1.08102 1.85218 3.68504
H 1.55274 1.83849 5.16404
H 0.95058 3.22963 4.17132
H 3.09106 2.57950 2.59607
H 1.52214 3.12829 1.97602
H 2.23581 1.65584 1.31725

total charge = +1
frontier orbital gap = 8.17 eV
HOMO = -10.864 eV


It is arrangement a that is the least stable of them.